Record 1
{
  "formula": "C26H84N6O13",
  "method": "wB97M-V/def2-TZVPD",
  "e_tot_ev": -63880.118,
  "molar_mass_g_mol": 689.0,
  "orbital_gap_ev": 9.17,
  "de_lowest_kcal_mol": 4.7,
  "symbols": ["C", "C", "C", "O", "C", "N", "H", "H", "H", "H", "H", "H", "H", "H", "H", "H", "H", "C", "C", "C", "O", "C", "N", "H", "H", "H", "H", "H", "H", "H", "H", "H", "H", "H", "C", "C", "C", "O", "C", "N", "H", "H", "H", "H", "H", "H", "H", "H", "H", "H", "H", "C", "C", "C", "O", "C", "N", "H", "H", "H", "H", "H", "H", "H", "H", "H", "H", "H", "C", "C", "C", "O", "C", "N", "H", "H", "H", "H", "H", "H", "H", "H", "H", "H", "H", "C", "C", "C", "O", "C", "N", "H", "H", "H", "H", "H", "H", "H", "H", "H", "H", "H", "O", "H", "H", "O", "H", "H", "O", "H", "H", "O", "H", "H", "O", "H", "H", "C", "O", "H", "H", "H", "H", "C", "O", "H", "H", "H", "H"],
  "positions_angstrom": [[7.71, -37.79, -5.19], [8.66, -36.80, -4.51], [8.07, -35.40, -4.58], [6.81, -35.30, -3.96], [6.23, -34.04, -4.22], [8.88, -37.19, -3.12], [6.70, -37.66, -4.80], [8.02, -38.81, -4.96], [7.68, -37.67, -6.28], [9.64, -36.89, -4.98], [7.98, -35.07, -5.63], [8.78, -34.69, -4.13], [5.29, -33.90, -3.71], [6.06, -33.84, -5.28], [6.95, -33.30, -3.82], [8.14, -36.86, -2.51], [9.79, -36.95, -2.77], [13.65, -37.69, 1.00], [14.85, -37.50, 1.93], [14.95, -38.73, 2.83], [13.87, -38.68, 3.74], [14.06, -39.54, 4.83], [16.08, -37.31, 1.15], [13.41, -36.94, 0.25], [12.75, -37.71, 1.62], [13.62, -38.66, 0.48], [14.62, -36.59, 2.48], [15.90, -38.67, 3.37], [14.89, -39.63, 2.22], [15.03, -39.39, 5.31], [14.02, -40.61, 4.55], [13.27, -39.43, 5.57], [16.91, -37.33, 1.75], [16.22, -38.14, 0.57], [12.00, -33.93, -6.42], [11.88, -35.34, -5.83], [11.60, -36.38, -6.93], [10.33, -36.10, -7.48], [10.07, -37.04, -8.51], [13.18, -35.69, -5.19], [12.29, -33.30, -5.58], [11.08, -33.58, -6.87], [12.75, -33.90, -7.21], [11.11, -35.42, -5.06], [11.67, -37.38, -6.49], [12.38, -36.21, -7.68], [10.77, -36.94, -9.35], [9.10, -36.80, -8.95], [10.10, -38.05, -8.12], [13.18, -35.37, -4.23], [13.87, -35.13, -5.68], [15.69, -32.65, 2.78], [15.43, -31.72, 1.60], [16.67, -30.92, 1.23], [17.01, -30.06, 2.28], [18.08, -29.17, 2.04], [15.09, -32.54, 0.41], [15.88, -32.09, 3.70], [16.53, -33.33, 2.64], [14.78, -33.20, 3.05], [14.56, -31.09, 1.77], [16.45, -30.36, 0.31], [17.54, -31.55, 0.98], [17.88, -28.27, 2.62], [18.06, -28.82, 1.01], [19.00, -29.64, 2.37], [14.39, -33.22, 0.69], [15.93, -33.05, 0.14], [8.35, -30.35, -3.08], [9.36, -31.47, -3.31], [10.63, -30.87, -3.89], [10.40, -30.17, -5.09], [11.59, -29.66, -5.61], [9.68, -32.15, -2.07], [8.74, -29.59, -2.39], [7.45, -30.73, -2.59], [7.99, -29.82, -3.97], [8.88, -32.16, -4.02], [11.42, -31.61, -4.05], [11.07, -30.19, -3.14], [12.06, -28.92, -4.95], [11.38, -29.14, -6.55], [12.32, -30.44, -5.85], [8.84, -32.64, -1.78], [10.36, -32.91, -2.25], [7.79, -36.17, 1.58], [9.30, -36.04, 1.48], [9.90, -36.94, 0.38], [9.65, -38.26, 0.81], [10.26, -39.26, 0.00], [9.66, -34.62, 1.23], [7.25, -35.79, 0.72], [7.44, -35.67, 2.49], [7.50, -37.21, 1.78], [9.76, -36.41, 2.40], [10.94, -36.63, 0.27], [9.33, -36.77, -0.54], [11.35, -39.23, 0.03], [9.88, -39.12, -1.02], [9.86, -40.22, 0.29], [8.94, -34.08, 1.70], [9.52, -34.44, 0.24], [11.71, -31.22, -0.24], [11.01, -31.26, -0.94], [12.53, -31.02, -0.74], [14.01, -30.91, -1.66], [14.52, -31.26, -0.87], [14.56, -30.23, -2.06], [12.24, -33.22, 1.68], [11.39, -33.68, 1.51], [12.25, -32.48, 1.02], [15.31, -36.62, -1.58], [15.46, -36.74, -0.62], [15.69, -35.75, -1.78], [11.89, -37.22, -2.75], [12.55, -37.69, -2.22], [12.07, -37.48, -3.67], [15.55, -33.23, -3.64], [14.42, -32.50, -4.02], [16.49, -32.67, -3.76], [15.52, -33.43, -2.56], [15.58, -34.21, -4.11], [14.09, -32.01, -3.25], [12.79, -34.25, -1.51], [11.59, -34.39, -2.27], [13.61, -34.78, -2.01], [13.11, -33.22, -1.34], [12.64, -34.58, -0.48], [11.44, -35.35, -2.30]]
}

Record 2
{
  "formula": "C44H37NO6PS7W",
  "method": "wB97M-V/def2-TZVPD",
  "spin_multiplicity": 3,
  "charge": -1,
  "e_tot_ev": -146969.384,
  "molar_mass_g_mol": 1115.1,
  "orbital_gap_ev": [7.16, 6.69],
  "de_lowest_kcal_mol": 8.3,
  "symbols": ["W", "O", "S", "O", "O", "C", "C", "C", "C", "C", "C", "S", "O", "O", "O", "H", "H", "H", "H", "C", "C", "C", "C", "C", "C", "C", "P", "C", "C", "C", "C", "C", "C", "C", "C", "C", "C", "C", "C", "C", "C", "H", "H", "H", "H", "H", "H", "H", "H", "H", "H", "H", "H", "H", "H", "H", "H", "H", "H", "H", "H", "N", "C", "C", "C", "C", "C", "C", "C", "C", "C", "C", "C", "C", "C", "H", "H", "H", "H", "H", "H", "H", "H", "H", "H", "C", "S", "C", "C", "S", "S", "C", "S", "S", "H", "H", "H"],
  "positions_angstrom": [[-0.21, 0.42, 1.13], [0.43, 3.74, 2.84], [0.41, 2.60, 3.72], [-0.23, 2.79, 4.99], [-0.08, 1.36, 3.05], [2.14, 2.33, 4.12], [2.58, 3.02, 5.25], [3.92, 3.03, 5.60], [4.84, 2.36, 4.82], [4.42, 1.65, 3.71], [3.07, 1.63, 3.36], [2.66, 0.53, 2.03], [3.90, 0.20, 1.37], [1.91, -0.57, 2.60], [1.72, 1.29, 1.10], [1.84, 3.54, 5.84], [4.23, 3.57, 6.49], [5.89, 2.36, 5.09], [5.12, 1.10, 3.10], [-2.70, 0.23, -1.88], [-1.81, -0.49, -2.84], [-2.37, -1.12, -3.95], [-1.60, -1.70, -4.94], [-0.22, -1.63, -4.85], [0.37, -1.02, -3.75], [-0.41, -0.48, -2.73], [0.39, 0.43, -1.35], [2.20, 0.24, -1.61], [2.94, 1.42, -1.68], [4.32, 1.40, -1.78], [4.99, 0.19, -1.80], [4.26, -0.99, -1.72], [2.87, -0.99, -1.62], [2.18, -2.32, -1.55], [0.01, 2.12, -1.88], [0.31, 2.60, -3.15], [-0.13, 3.85, -3.53], [-0.87, 4.62, -2.63], [-1.17, 4.13, -1.37], [-0.73, 2.86, -0.96], [-1.04, 2.32, 0.40], [-3.74, -0.05, -2.03], [-2.61, 1.31, -2.04], [-2.43, 0.04, -0.84], [-3.45, -1.15, -4.02], [-2.07, -2.19, -5.78], [0.41, -2.05, -5.63], [1.44, -0.94, -3.70], [2.44, 2.38, -1.63], [4.87, 2.34, -1.82], [6.07, 0.16, -1.86], [4.78, -1.94, -1.71], [2.75, -3.01, -0.93], [2.09, -2.77, -2.55], [1.18, -2.24, -1.14], [0.87, 1.98, -3.85], [0.10, 4.24, -4.52], [-1.23, 5.60, -2.92], [-1.75, 4.73, -0.69], [-2.12, 2.36, 0.56], [-0.62, 3.05, 1.11], [-0.33, -1.49, 0.87], [-0.59, -2.66, 0.46], [-1.62, -3.00, -0.57], [-2.93, -2.56, -0.42], [-3.91, -2.92, -1.33], [-3.58, -3.71, -2.42], [-2.27, -4.15, -2.59], [-1.30, -3.81, -1.66], [0.16, -3.82, 1.05], [-0.40, -5.10, 1.10], [0.29, -6.15, 1.68], [1.56, -5.94, 2.20], [2.12, -4.67, 2.16], [1.43, -3.62, 1.59], [-3.16, -1.95, 0.45], [-4.93, -2.58, -1.19], [-4.34, -3.98, -3.15], [-2.01, -4.75, -3.45], [-0.29, -4.17, -1.78], [-1.39, -5.26, 0.69], [-0.16, -7.13, 1.72], [2.10, -6.76, 2.66], [3.11, -4.50, 2.58], [1.85, -2.62, 1.58], [-2.59, 4.55, 3.03], [-2.90, 2.87, 3.60], [-3.92, 2.24, 2.32], [-3.74, 1.00, 1.81], [-2.47, -0.11, 2.24], [-5.01, 0.48, 0.72], [-5.97, 1.90, 0.73], [-7.32, 2.12, -0.20], [-5.32, 3.12, 1.76], [-1.83, 4.95, 3.70], [-3.48, 5.18, 3.06], [-2.17, 4.53, 2.02]]
}